24 unconnected molecules or ions with the total composition C66H130Cl4F18N20O26S6 in a non-equilibrium geometry, computed with ωB97M-V with the def2-TZVPD basis set.

Cartesian coordinates (Å):
C 4.654 -0.808 -4.724
C 3.590 -0.489 -3.720
O 3.907 -0.128 -2.596
N 2.158 -0.787 -4.196
H 1.873 -0.416 -5.091
H 2.161 -1.797 -4.201
C 1.201 -0.306 -3.119
H 4.108 -0.908 -5.662
H 5.056 -1.762 -4.384
H 5.480 -0.096 -4.723
H 0.271 -0.352 -3.686
H 1.459 0.690 -2.759
H 1.262 -0.888 -2.199
C -0.630 2.344 6.729
C 0.188 1.874 5.528
O -0.268 1.740 4.376
N 1.741 1.820 5.905
H 2.222 2.575 5.438
H 2.020 1.845 6.875
C 2.467 0.502 5.404
H -0.387 3.371 7.000
H -0.406 1.762 7.623
H -1.703 2.308 6.540
H 2.497 -0.080 6.325
H 3.413 0.849 4.988
H 1.897 -0.102 4.699
C -0.769 -8.843 1.785
C -1.318 -10.269 1.454
O -0.627 -11.205 1.161
N -2.865 -10.411 1.578
H -3.167 -10.249 2.528
H -3.260 -9.643 1.055
C -3.520 -11.767 1.169
H 0.246 -8.714 1.407
H -0.818 -8.833 2.873
H -1.329 -8.017 1.345
H -3.138 -12.561 1.811
H -3.189 -12.003 0.158
H -4.596 -11.780 1.346
C 1.416 -6.592 -1.045
C 0.108 -7.086 -1.649
O -0.902 -7.249 -0.990
N 0.131 -7.181 -3.181
H 0.579 -6.372 -3.587
H 0.760 -7.946 -3.383
C -1.187 -7.264 -3.946
H 2.411 -7.036 -1.050
H 1.152 -6.393 -0.006
H 1.518 -5.600 -1.485
H -1.710 -8.175 -3.657
H -0.956 -7.190 -5.009
H -1.846 -6.459 -3.619
C -5.316 2.529 2.939
C -5.657 4.007 3.177
O -6.747 4.507 3.270
N -4.448 4.898 3.464
H -3.736 4.590 2.817
H -4.730 5.865 3.397
C -3.917 4.682 4.899
H -4.826 2.533 1.965
H -6.298 2.062 2.862
H -4.749 2.026 3.722
H -3.629 3.635 4.998
H -4.691 4.813 5.656
H -3.061 5.357 4.929
C 2.358 10.480 -3.393
C 1.965 9.247 -2.600
O 1.358 9.357 -1.535
N 2.351 7.821 -3.088
H 3.225 7.864 -3.592
H 2.514 7.223 -2.291
C 1.246 7.172 -3.943
H 3.426 10.640 -3.544
H 2.016 11.408 -2.935
H 1.806 10.472 -4.333
H 1.708 6.233 -4.248
H 0.987 7.821 -4.779
H 0.427 6.919 -3.269
C -0.369 8.855 1.606
C -0.831 7.698 2.423
O -1.643 7.881 3.342
N -0.278 6.274 2.120
H -1.058 5.648 1.978
H 0.216 6.405 1.249
C 0.647 5.687 3.269
H 0.558 9.340 1.913
H -1.232 9.519 1.569
H -0.213 8.309 0.675
H 1.218 4.819 2.941
H 0.044 5.571 4.170
H 1.330 6.514 3.466
C 4.765 -4.350 -2.670
C 5.055 -4.856 -1.296
O 4.616 -5.893 -0.827
N 5.947 -4.070 -0.341
H 6.893 -4.422 -0.319
H 6.112 -3.182 -0.793
C 5.365 -3.889 1.025
H 3.952 -4.959 -3.065
H 5.665 -4.497 -3.268
H 4.443 -3.313 -2.578
H 6.245 -3.747 1.652
H 4.796 -4.755 1.364
H 4.676 -3.050 1.128
C -1.436 -3.995 3.660
C -0.554 -4.159 4.874
N -1.061 -5.028 5.872
C -1.487 -6.291 5.605
C -2.028 -6.784 6.782
N -2.002 -5.782 7.764
C -1.409 -4.644 7.154
C -2.580 -5.903 9.060
H -1.526 -4.940 3.124
H -0.852 -3.227 3.153
H -2.426 -3.617 3.916
H -0.308 -3.194 5.317
H 0.341 -4.730 4.625
H -1.127 -6.710 4.677
H -2.480 -7.718 7.082
H -1.267 -3.671 7.601
H -2.579 -4.970 9.624
H -2.037 -6.656 9.630
H -3.581 -6.280 8.852
C -2.883 7.963 -0.524
C -2.456 8.388 -1.889
N -2.321 7.291 -2.847
C -1.690 6.038 -2.631
C -1.804 5.354 -3.838
N -2.537 6.109 -4.737
C -2.843 7.340 -4.095
C -2.926 5.686 -6.076
H -2.199 7.277 -0.026
H -3.802 7.380 -0.589
H -3.208 8.789 0.110
H -1.485 8.872 -1.998
H -3.191 9.155 -2.136
H -1.292 5.729 -1.676
H -1.419 4.372 -4.071
H -3.515 8.079 -4.505
H -3.408 4.717 -5.950
H -2.050 5.485 -6.693
H -3.537 6.384 -6.650
C 0.881 -2.674 0.621
C 1.404 -1.682 1.607
N 1.443 -0.379 1.050
C 0.518 0.670 1.255
C 0.833 1.786 0.571
N 2.047 1.502 -0.091
C 2.412 0.190 0.218
C 2.762 2.400 -0.923
H 1.536 -2.878 -0.227
H -0.072 -2.350 0.204
H 0.883 -3.673 1.056
H 2.444 -1.948 1.794
H 0.954 -1.693 2.600
H -0.337 0.618 1.912
H 0.378 2.759 0.461
H 3.255 -0.375 -0.152
H 3.466 1.848 -1.545
H 3.164 3.176 -0.270
H 2.126 2.983 -1.590
C 6.412 3.268 -5.037
C 6.796 4.650 -4.695
N 6.952 4.878 -3.267
C 8.133 5.115 -2.619
C 7.787 5.265 -1.239
N 6.401 5.488 -1.270
C 5.907 5.297 -2.527
C 5.636 5.939 -0.129
H 5.572 2.925 -4.433
H 7.150 2.479 -4.896
H 6.031 3.313 -6.058
H 6.174 5.447 -5.102
H 7.765 4.798 -5.172
H 9.055 5.007 -3.171
H 8.438 5.328 -0.379
H 4.892 5.375 -2.887
H 6.293 5.840 0.735
H 4.930 5.139 0.098
H 5.102 6.889 -0.155
C -4.052 -1.403 -4.390
C -5.297 -1.384 -3.436
N -5.764 -2.650 -3.255
C -5.258 -3.688 -2.523
C -5.962 -4.817 -2.866
N -6.897 -4.490 -3.725
C -6.733 -3.174 -4.066
C -8.027 -5.377 -4.090
H -3.216 -2.065 -4.163
H -3.574 -0.423 -4.371
H -4.341 -1.682 -5.404
H -6.082 -0.729 -3.813
H -5.167 -0.963 -2.439
H -4.473 -3.431 -1.827
H -5.914 -5.842 -2.529
H -7.546 -2.703 -4.597
H -7.781 -6.182 -4.783
H -8.805 -4.796 -4.586
H -8.448 -5.746 -3.155
C -1.633 1.443 -2.144
C -2.777 1.106 -1.187
N -4.091 1.521 -1.650
C -5.271 1.594 -0.874
C -6.234 2.161 -1.659
N -5.694 2.364 -2.922
C -4.449 1.854 -2.940
C -6.333 2.524 -4.209
H -1.836 0.785 -2.990
H -0.622 1.308 -1.760
H -1.823 2.420 -2.589
H -2.512 1.678 -0.297
H -2.719 0.079 -0.825
H -5.251 1.289 0.161
H -7.287 2.311 -1.476
H -3.835 1.613 -3.796
H -5.863 1.749 -4.814
H -5.929 3.468 -4.575
H -7.420 2.474 -4.276
Cl 0.942 -3.735 -3.459
Cl 6.565 -1.034 -1.121
Cl 1.918 6.005 -0.345
Cl -2.190 3.998 1.089
C 5.304 -4.029 5.081
F 5.363 -4.111 6.413
F 6.532 -4.039 4.575
F 4.651 -5.115 4.671
S 4.501 -2.348 4.444
O 4.583 -1.491 5.655
O 5.204 -1.908 3.239
O 3.096 -2.717 4.180
C -3.292 -5.544 0.044
F -2.212 -5.558 0.774
F -4.143 -4.559 0.363
F -3.050 -5.509 -1.281
S -4.363 -7.101 0.459
O -5.580 -6.976 -0.409
O -3.563 -8.270 0.058
O -4.573 -7.238 1.910
C 2.326 4.133 -6.342
F 1.404 5.011 -6.684
F 2.903 3.623 -7.466
F 3.282 4.948 -5.883
S 1.813 2.916 -4.963
O 1.265 1.700 -5.632
O 2.995 2.625 -4.149
O 0.834 3.593 -4.156
C -2.719 -0.945 2.077
F -2.592 -1.177 3.386
F -2.741 0.360 2.086
F -1.738 -1.368 1.221
S -4.483 -1.667 1.539
O -5.481 -0.644 1.863
O -4.388 -1.732 0.098
O -4.745 -2.862 2.290
C 4.970 2.687 2.724
F 6.261 2.697 2.443
F 4.213 3.334 1.802
F 4.515 1.392 2.801
S 4.655 3.392 4.501
O 5.051 2.366 5.482
O 5.497 4.589 4.484
O 3.235 3.614 4.511
C 3.106 -6.761 2.716
F 4.437 -6.775 2.579
F 2.747 -5.439 2.818
F 2.474 -7.256 1.607
S 2.535 -7.777 4.263
O 3.730 -8.414 4.746
O 2.021 -6.809 5.311
O 1.426 -8.723 3.822

F_max = 6.12 eV/A
Kohn-Sham gap = 4.99 eV
net charge = +4
2S+1 = 1

Mulliken population analysis, charges in e, atoms 1 to 99:
1 C -0.859
2 C 0.166
3 O -0.073
4 N 0.452
5 H 0.503
6 H 0.074
7 C -0.778
8 H 0.419
9 H 0.098
10 H 0.192
11 H 0.714
12 H -0.322
13 H 0.320
14 C -1.314
15 C 0.442
16 O -0.135
17 N 0.347
18 H 0.278
19 H 0.480
20 C -0.255
21 H 0.356
22 H 0.429
23 H 0.280
24 H 0.409
25 H 0.046
26 H -0.131
27 C -0.060
28 C 0.280
29 O -0.457
30 N 0.150
31 H 0.440
32 H 0.199
33 C -0.803
34 H 0.040
35 H 0.404
36 H -0.096
37 H 0.370
38 H 0.331
39 H 0.340
40 C -0.207
41 C 0.167
42 O -0.384
43 N 0.027
44 H 0.277
45 H 0.427
46 C -0.685
47 H 0.572
48 H -0.116
49 H -0.121
50 H 0.343
51 H 0.368
52 H 0.238
53 C -0.412
54 C 0.352
55 O -0.464
56 N 0.421
57 H -0.307
58 H 0.383
59 C -0.708
60 H -0.106
61 H 0.405
62 H 0.376
63 H 0.220
64 H 0.375
65 H 0.353
66 C -1.250
67 C 0.479
68 O -0.334
69 N 0.597
70 H 0.469
71 H -0.439
72 C -0.401
73 H 0.375
74 H 0.375
75 H 0.346
76 H -0.169
77 H 0.441
78 H 0.201
79 C -0.395
80 C 0.516
81 O -0.522
82 N 2.001
83 H -0.599
84 H -0.751
85 C -0.720
86 H 0.358
87 H 0.329
88 H -0.134
89 H 0.210
90 H 0.300
91 H 0.386
92 C -0.389
93 C 0.390
94 O -0.466
95 N 0.417
96 H 0.435
97 H -0.326
98 C -0.397
99 H 0.216